Entry from the Open Molecules 2025 dataset: C3H4AuMgO4 as an isolated structure at a distorted geometry (ωB97M-V/def2-TZVPD).

LUMO level (alpha / beta): -9.323 / -10.815 eV
expectation value of S²: 3.761
max |F|: 0.1561 hartree/bohr
orbital gap (alpha / beta): 7.336 / 5.781 eV
total energy: -752.4951 hartree
HOMO (alpha / beta): -16.659 / -16.597 eV

ORCA input file:
```
! RIJCOSX wB97M-V def2-TZVPD def2/J DEFGRID3
* xyz 2 4
O -0.8284 1.7277 0.4970
C -0.6607 0.5059 -0.0940
O -1.0899 -0.5880 0.7030
C -2.4661 -0.4844 1.1619
Mg -2.3718 1.5825 1.6089
H 0.4453 0.2808 -0.3600
H -2.5620 -1.2224 1.9722
H -3.1345 -0.8241 0.3454
H -1.2009 0.4466 -1.0699
O 3.0005 -1.3836 -1.1520
C 2.6735 -0.1934 -0.9827
O 3.4452 0.7741 -1.1260
Au 4.7498 -0.6217 -1.5039
*
```

These are the Mulliken partial charges, in e, on atoms 1 to 8:
1 O -0.75
2 C 1.10
3 O -0.19
4 C -0.72
5 Mg 1.21
6 H -0.49
7 H 0.30
8 H 0.36

=====

Entry from the Open Molecules 2025 dataset: a 2-piece molecular cluster, C7H8O2 overall at a distorted geometry (ωB97M-V/def2-TZVPD).

SMILES: O=C1C=COC1.C#CC
LUMO level: 0.396 eV
max |F|: 0.0759 hartree/bohr
orbital gap: 9.865 eV
total energy: -421.8793 hartree
HOMO: -9.468 eV

ORCA input file:
```
! RIJCOSX wB97M-V def2-TZVPD def2/J DEFGRID3
* xyz 0 1
O 0.1970 -0.6093 -1.8691
C 0.9170 -0.3418 -0.8720
C 1.4383 0.9620 -0.3734
C 2.2010 0.7484 0.7181
O 2.1691 -0.5433 1.1231
C 1.5310 -1.3430 0.1292
H 1.3564 1.8048 -1.0054
H 2.6557 1.3905 1.4322
H 0.7788 -2.0798 0.3688
H 2.1762 -1.8648 -0.5682
C -1.5798 -0.4504 1.5478
C -1.9951 -0.0971 0.5004
C -2.5655 0.6280 -0.7050
H -0.9368 -0.5897 2.3831
H -1.9907 0.3652 -1.5463
H -3.6357 0.3628 -0.9149
H -2.7169 1.6576 -0.3485
*
```

These are the Mulliken partial charges, in e, on atoms 1 to 8:
1 O -0.67
2 C 0.54
3 C -0.33
4 C -0.39
5 O -0.35
6 C -0.43
7 H 0.44
8 H 0.45

=====

Entry from the Open Molecules 2025 dataset: a 2-piece molecular cluster, CFO5S overall at a distorted geometry (ωB97M-V/def2-TZVPD).

LUMO level: 3.328 eV
max |F|: 0.0454 hartree/bohr
orbital gap: 9.427 eV
total energy: -912.3307 hartree
HOMO: -6.099 eV

ORCA input file:
```
! RIJCOSX wB97M-V def2-TZVPD def2/J DEFGRID3
* xyz -1 1
C 1.5537 -0.3481 0.5310
O 1.7578 0.7215 -0.0232
O 2.2024 -1.2348 1.0120
O -2.0889 0.1222 -1.7761
O -1.7366 2.0654 -0.5190
O -0.1033 -0.5532 0.5569
F -0.4922 -1.6543 1.2691
S -1.0930 0.8813 -1.0508
*
```

Per-atom Mulliken charges, elementary charge units:
1 C 0.71
2 O -0.62
3 O -0.57
4 O -0.48
5 O -0.48
6 O -0.26
7 F -0.19
8 S 0.88

=====

Entry from the Open Molecules 2025 dataset: C17H15N3PtSbSe4 as an isolated structure at a distorted geometry (ωB97M-V/def2-TZVPD).

LUMO level (alpha / beta): 1.471 / 1.472 eV
max |F|: 0.0241 hartree/bohr
orbital gap (alpha / beta): 4.186 / 4.195 eV
total energy: -10786.4985 hartree
HOMO (alpha / beta): -2.715 / -2.723 eV

ORCA input file:
```
! RIJCOSX wB97M-V def2-TZVPD def2/J DEFGRID3
* xyz -1 1
Pt -0.3040 0.0149 -0.7127
C 0.1239 -3.0361 -2.5990
C -0.1212 -3.1731 -1.1420
C -0.2044 -4.4693 -0.6398
C -0.4271 -4.6982 0.7028
C -0.5195 -3.6059 1.5304
C -0.4264 -2.3227 1.0045
N -0.2580 -2.0920 -0.3407
C -0.5195 -1.1683 1.8829
C -0.7675 -1.1909 3.2514
C -0.9011 0.0100 3.9284
C -0.8045 1.2121 3.2474
C -0.5530 1.1901 1.8796
N -0.3848 0.0110 1.2567
C -0.4747 2.3419 0.9978
C -0.5556 3.6336 1.5065
C -0.4402 4.7130 0.6640
C -0.2005 4.4648 -0.6742
C -0.1301 3.1613 -1.1539
C 0.1639 2.9671 -2.5977
N -0.3045 2.1002 -0.3414
H 0.3708 -4.0035 -3.0352
H 0.9461 -2.3564 -2.7923
H -0.7529 -2.6256 -3.0982
H -0.0863 -5.2965 -1.3233
H -0.5142 -5.7047 1.0896
H -0.6634 -3.7371 2.5922
H -0.8717 -2.1220 3.7871
H -1.1088 0.0087 4.9900
H -0.9381 2.1433 3.7766
H -0.6978 3.7792 2.5671
H -0.5129 5.7254 1.0381
H -0.0541 5.2841 -1.3619
H 0.4295 3.9165 -3.0628
H -0.6947 2.5350 -3.1108
H 0.9924 2.2753 -2.7194
Se 4.1189 -1.8957 -3.3445
Sb 2.6893 0.0164 -3.0011
Se -1.1652 -0.0211 -2.9375
Se 2.6331 0.1750 -0.3397
Se 3.8890 1.8405 -1.3649
*
```

These are the Mulliken partial charges, in e, on atoms 1 to 8:
1 Pt 0.16
2 C -1.07
3 C 1.13
4 C -0.68
5 C -0.65
6 C -0.85
7 C 1.32
8 N 0.08

=====

Entry from the Open Molecules 2025 dataset: C8H28BNaO8 as an isolated structure at a distorted geometry (ωB97M-V/def2-TZVPD).

LUMO level: 0.052 eV
max |F|: 0.0465 hartree/bohr
orbital gap: 9.055 eV
total energy: -1110.5817 hartree
HOMO: -9.003 eV

ORCA input file:
```
! RIJCOSX wB97M-V def2-TZVPD def2/J DEFGRID3
* xyz 0 1
Na -0.2872 1.1159 1.0493
B -2.1749 1.4077 2.5458
H -1.3481 1.5786 3.3499
H -2.3180 2.1706 1.7003
H -1.8538 0.4189 2.0738
H -3.2082 1.2172 3.0427
C 2.1295 0.0057 -2.9844
C 0.9515 -0.6984 -2.3200
O 1.3066 -2.0721 -2.1262
O 2.7496 -0.7404 -4.0092
H 2.8334 0.0913 -2.1527
H 1.8653 1.0077 -3.3342
H 0.0005 -0.6336 -2.8642
H 0.7086 -0.2099 -1.3657
H 0.4550 -2.4290 -1.8180
H 2.0602 -0.9761 -4.6404
C 1.7352 3.5370 0.0141
C 0.2310 3.7040 0.1327
O -0.1883 3.6072 1.5022
O 2.0070 2.2532 0.5218
H 2.1624 4.3285 0.6354
H 2.0437 3.6483 -1.0274
H -0.2848 2.9782 -0.5163
H -0.1754 4.6636 -0.2020
H -1.1350 3.3708 1.5392
H 2.7772 2.2325 1.0920
C 0.6072 -2.2117 1.4164
C 1.2066 -2.7189 2.7131
O 2.6261 -2.7524 2.5591
O 1.0872 -0.9114 1.0895
H -0.4708 -2.1923 1.5685
H 0.9414 -2.8909 0.6237
H 0.8199 -3.7127 2.9640
H 0.9939 -2.0631 3.5661
H 3.0559 -2.9372 3.3951
H 2.0418 -0.9759 1.2501
C -2.7796 -0.6301 -0.5306
C -2.8275 -1.7655 -1.5437
O -1.7889 -2.7086 -1.3717
O -1.7548 0.3296 -0.8835
H -2.5162 -1.0157 0.4524
H -3.7266 -0.0874 -0.4785
H -2.6981 -1.3543 -2.5501
H -3.8176 -2.2287 -1.5948
H -2.0258 -3.3747 -0.7203
H -2.0171 0.6249 -1.7628
*
```

These are the Mulliken partial charges, in e, on atoms 1 to 8:
1 Na 0.38
2 B 0.61
3 H -0.25
4 H -0.30
5 H -0.38
6 H -0.22
7 C -0.62
8 C 0.58

=====

Entry from the Open Molecules 2025 dataset: an isolated ion of composition C9H15N2O2 and charge +1 at a distorted geometry (ωB97M-V/def2-TZVPD).

LUMO level (alpha / beta): -5.302 / -5.302 eV
max |F|: 0.1205 hartree/bohr
orbital gap (alpha / beta): 8.261 / 8.261 eV
total energy: -611.4592 hartree
HOMO (alpha / beta): -13.563 / -13.563 eV

ORCA input file:
```
! RIJCOSX wB97M-V def2-TZVPD def2/J DEFGRID3
* xyz 1 1
C -0.4905 1.0397 0.7916
C 1.1959 -0.7458 1.6400
C 0.9362 0.6785 0.9520
C 1.3886 -1.2013 0.2594
C 1.7121 0.0798 -0.2927
C 1.2392 0.2763 -1.7267
C 3.2193 0.2661 -0.0523
C -3.5022 0.1703 -0.8087
C -2.8923 0.2181 0.5904
N -1.3975 -0.0891 0.5298
N -0.9452 -1.0635 -0.0943
O -1.0449 2.0567 1.0275
O -1.4658 -1.9955 -0.6312
H 2.2105 -0.7154 2.0536
H 0.4863 -1.4087 2.2828
H 1.3286 1.4722 1.4970
H 1.5883 -2.1601 -0.1845
H 0.2464 -0.1130 -2.0887
H 1.9896 -0.0308 -2.4234
H 1.1245 1.3258 -2.0055
H 3.3833 0.4849 1.0174
H 3.6398 0.9511 -0.8379
H 3.6953 -0.7192 -0.2572
H -4.0702 -0.8566 -0.8962
H -4.3254 0.8616 -0.8588
H -2.7623 0.3829 -1.6972
H -3.0736 1.3196 0.9776
H -3.4137 -0.4846 1.2360
*
```

These are the Mulliken partial charges, in e, on atoms 1 to 8:
1 C 0.01
2 C -0.73
3 C -0.30
4 C -0.31
5 C 1.65
6 C -1.81
7 C -1.38
8 C -0.94

=====

Entry from the Open Molecules 2025 dataset: C3H5NO2 as an isolated structure at a distorted geometry (ωB97M-V/def2-TZVPD).

LUMO level: 0.700 eV
max |F|: 0.1298 hartree/bohr
orbital gap: 10.705 eV
total energy: -322.3647 hartree
HOMO: -10.005 eV

ORCA input file:
```
! RIJCOSX wB97M-V def2-TZVPD def2/J DEFGRID3
* xyz 0 1
C -0.4582 1.4699 0.2304
C -0.1856 0.1964 0.3350
C -0.8363 -1.0327 0.1476
N 1.6096 -0.1203 -0.1639
O 2.2875 0.8338 -0.1230
O 1.7329 -1.1532 -0.6760
H 0.2696 2.1847 -0.0669
H -1.5787 1.6582 0.2095
H -0.0794 -1.4763 -0.6269
H -1.7971 -0.9578 -0.3511
H -0.9642 -1.6027 1.0852
*
```

These are the Mulliken partial charges, in e, on atoms 1 to 8:
1 C -0.64
2 C 0.37
3 C -0.81
4 N 0.79
5 O -0.56
6 O -0.57
7 H 0.34
8 H 0.23

=====

Entry from the Open Molecules 2025 dataset: C18H28Br3N3O5S as an isolated structure at a distorted geometry (ωB97M-V/def2-TZVPD).

LUMO level: -0.484 eV
max |F|: 0.0197 hartree/bohr
orbital gap: 8.463 eV
total energy: -9363.3421 hartree
HOMO: -8.947 eV

ORCA input file:
```
! RIJCOSX wB97M-V def2-TZVPD def2/J DEFGRID3
* xyz 0 1
C 1.3708 3.7094 2.3100
C 0.7554 3.5961 0.9025
N 1.2014 2.3809 0.1968
C 0.1086 1.5032 -0.2624
C -0.0140 0.3254 0.7058
C -0.9418 -0.8295 0.2471
C -0.7297 -1.2736 -1.2139
C 0.6293 -1.8272 -1.6559
N 1.7546 -0.9109 -1.4562
C -2.4095 -0.2633 0.2939
C -3.1997 -0.6469 1.5213
O -4.3207 0.1722 1.5885
O -2.4083 -0.4253 2.7132
S -1.3349 -1.5812 2.9377
O -0.2467 -0.9746 3.6332
O -1.9829 -2.7273 3.5030
C -0.8885 -2.0311 1.2381
C 0.3982 -2.8344 1.3247
C 1.6176 -2.3566 1.7900
C 2.7205 -3.1999 1.7639
N 2.6937 -4.4618 1.3500
C 1.5171 -4.9261 0.9453
C 0.3625 -4.1615 0.9061
C 2.0974 2.7216 -0.8717
C 1.5600 3.4907 -2.0710
O 3.2673 2.4426 -0.8152
H 0.6410 4.0711 3.0356
H 1.6610 2.7076 2.6306
H 2.2656 4.3296 2.3211
H -0.3313 3.5889 1.0039
H 1.0570 4.4823 0.3331
H 0.3260 1.1760 -1.2779
H -0.8240 2.0776 -0.3084
H -0.4393 0.7334 1.6267
H 0.9959 -0.0279 0.8797
H -0.9877 -0.4276 -1.8532
H -1.4668 -2.0572 -1.4337
H 0.8546 -2.7758 -1.1743
H 0.5254 -2.0731 -2.7221
H 2.5828 -1.3993 -1.1498
H 1.9741 -0.3768 -2.2838
H -2.3953 0.8225 0.2348
H -2.9791 -0.6704 -0.5463
H -3.5352 -1.6900 1.5155
H -4.8110 -0.0529 2.3884
H -1.6623 -2.7411 0.9370
H 1.7255 -1.3558 2.1773
H 3.6787 -2.8221 2.1031
H 1.4822 -5.9644 0.6341
H -0.5578 -4.6036 0.5427
H 2.2729 4.2972 -2.2537
H 0.5613 3.9031 -1.9288
H 1.5847 2.8793 -2.9791
C -1.5362 1.9310 -4.8377
Br -2.6321 2.0790 -3.2663
Br 0.1747 1.1396 -4.4401
Br -2.4366 0.9766 -6.2376
H -1.3460 2.9323 -5.1958
*
```

These are the Mulliken partial charges, in e, on atoms 1 to 8:
1 C -1.31
2 C -0.46
3 N 0.51
4 C -1.01
5 C -1.23
6 C 2.69
7 C -1.62
8 C -1.21

=====

Entry from the Open Molecules 2025 dataset: C36H40B2F4N5O7PY as an isolated structure (ωB97M-V/def2-TZVPD).

LUMO level (alpha / beta): 0.046 / -0.316 eV
expectation value of S²: 0.790
max |F|: 0.0124 hartree/bohr
orbital gap (alpha / beta): 6.539 / 8.200 eV
total energy: -3025.4602 hartree
HOMO (alpha / beta): -6.493 / -8.515 eV

ORCA input file:
```
! RIJCOSX wB97M-V def2-TZVPD def2/J DEFGRID3
* xyz 0 2
Y 0.7705 -0.1814 -0.7630
C 5.6012 0.3409 -1.4792
C 4.1274 0.1401 -1.5999
N 3.4051 -0.4773 -0.7513
O 4.0250 -0.9917 0.3401
B 3.0099 -1.6242 1.2144
F 1.9241 -0.6477 1.3124
F 3.5662 -1.9099 2.4167
O 2.4097 -2.8519 0.6493
N 1.6290 -2.5439 -0.4249
C 1.4982 -3.4487 -1.3148
C 2.0740 -4.8221 -1.2198
C 0.7972 -3.0144 -2.5573
N 0.6910 -1.7505 -2.6917
O 0.0904 -1.2973 -3.8313
B 0.9578 -0.3452 -4.5961
F 2.1091 -1.0225 -5.0102
F 0.1903 0.1346 -5.6346
O 1.3599 0.8617 -3.7985
N 2.1033 0.5364 -2.6863
C 3.3704 0.6340 -2.7879
C 4.0952 1.1565 -3.9808
C 0.3522 -4.0141 -3.5709
H 5.9347 0.0616 -0.4843
H 5.8602 1.3824 -1.6761
H 6.1346 -0.2709 -2.2093
H 2.7993 -4.8681 -0.4137
H 2.5446 -5.1080 -2.1603
H 1.2807 -5.5460 -1.0177
H 3.4495 1.1411 -4.8515
H 4.9890 0.5667 -4.1787
H 4.4121 2.1848 -3.7867
H -0.1370 -4.8574 -3.0821
H 1.2136 -4.3997 -4.1203
H -0.3237 -3.5471 -4.2802
O 2.2860 2.0476 0.0822
C 2.1927 2.1944 1.2356
C 2.1308 2.2818 2.5835
C 3.2151 2.8846 3.3068
C 3.0760 3.1013 4.6478
C 1.8907 2.7611 5.3192
C 0.8583 2.1404 4.6256
C 0.9437 1.8465 3.2764
P -0.2963 0.9737 2.2586
C -0.7764 -0.5233 3.1935
C -0.5500 -1.7723 2.6257
C -0.8622 -2.9322 3.3239
C -1.4208 -2.8603 4.5889
C -1.6880 -1.6187 5.1515
C -1.3687 -0.4640 4.4573
C -1.7432 2.0714 2.4340
C -3.0420 1.5923 2.5760
C -4.1242 2.4632 2.5248
C -3.9212 3.8217 2.3372
C -2.6269 4.3117 2.2072
C -1.5485 3.4439 2.2537
H 4.1218 3.1610 2.7869
H 3.8952 3.5489 5.1956
H 1.7877 2.9646 6.3757
H -0.0388 1.8734 5.1653
H -0.1509 -1.8739 1.6267
H -0.6610 -3.8941 2.8695
H -1.6571 -3.7665 5.1319
H -2.1481 -1.5500 6.1290
H -1.6195 0.4927 4.8942
H -3.2140 0.5349 2.7231
H -5.1280 2.0727 2.6363
H -4.7644 4.4996 2.3012
H -2.4574 5.3717 2.0674
H -0.5438 3.8354 2.1391
C -3.5302 -1.0378 0.1842
C -2.4494 -1.4241 -0.8241
C -2.1972 -2.9324 -0.6984
C -2.9205 -1.1087 -2.2431
O -1.2697 -0.7215 -0.5303
H -4.4536 -1.5948 0.0053
H -3.7551 0.0286 0.1276
H -3.1819 -1.2660 1.1934
H -3.0640 -3.5119 -1.0252
H -1.9784 -3.1987 0.3377
H -1.3438 -3.2167 -1.3154
H -3.8607 -1.6191 -2.4683
H -2.1720 -1.4082 -2.9762
H -3.0870 -0.0360 -2.3544
O -0.1187 1.9500 -1.2612
N -1.2795 2.1327 -1.8580
C -2.3819 2.3197 -1.1131
C -3.5904 2.5875 -1.7179
C -3.6694 2.6395 -3.1002
C -2.5223 2.4127 -3.8434
C -1.3279 2.1631 -3.2029
H -2.2261 2.2434 -0.0494
H -4.4571 2.7414 -1.0910
H -4.6113 2.8410 -3.5914
H -2.5319 2.4185 -4.9236
H -0.3815 1.9621 -3.6854
*
```

These are the Mulliken partial charges, in e, on atoms 1 to 8:
1 Y -0.93
2 C -2.11
3 C 0.52
4 N 0.64
5 O -0.62
6 B 0.59
7 F 1.22
8 F -0.31

=====

Entry from the Open Molecules 2025 dataset: one molecule with the formula C2H2P2S2 at a distorted geometry (ωB97M-V/def2-TZVPD).

LUMO level: -1.846 eV
max |F|: 0.0605 hartree/bohr
orbital gap: 7.200 eV
total energy: -1556.3603 hartree
HOMO: -9.045 eV

ORCA input file:
```
! RIJCOSX wB97M-V def2-TZVPD def2/J DEFGRID3
* xyz 0 1
C -0.7692 0.1236 0.9263
C 0.8481 -1.8285 -0.1093
P 0.5016 1.1501 0.7239
P 1.9094 -0.3380 -0.1141
S 3.8160 0.0396 0.2420
S -0.6989 -1.6607 0.4779
H -1.7194 0.1859 1.4542
H 1.7337 -0.3771 -1.4094
*
```

Per-atom Mulliken charges, elementary charge units:
1 C -0.13
2 C -0.21
3 P -0.08
4 P 0.29
5 S -0.37
6 S 0.10
7 H 0.32
8 H 0.08

=====

Entry from the Open Molecules 2025 dataset: an isolated ion of composition C4H11N2 and charge +1 at a distorted geometry (ωB97M-V/def2-TZVPD).

SMILES: CC[N@@+]1(C)CN1
LUMO level: -4.037 eV
max |F|: 0.1012 hartree/bohr
orbital gap: 11.598 eV
total energy: -268.1392 hartree
HOMO: -15.636 eV

ORCA input file:
```
! RIJCOSX wB97M-V def2-TZVPD def2/J DEFGRID3
* xyz 1 1
C -1.8577 0.7080 -0.2046
C -0.6570 0.6185 0.7383
N 0.4832 -0.1280 0.1990
C 0.6472 -1.5269 0.0608
C 1.7260 0.7851 -0.5622
N 1.6562 0.5522 0.8555
H -1.6682 0.8389 -1.3332
H -2.3462 -0.3368 -0.3243
H -2.5998 1.4707 0.0041
H -0.9474 0.2495 1.6647
H -0.3536 1.6119 1.0227
H 0.9070 -2.0692 0.9578
H -0.1959 -2.0756 -0.3472
H 1.3821 -1.7189 -0.7148
H 1.4129 1.7339 -0.8987
H 2.1309 -0.0147 -1.1708
H 2.2586 -0.1478 1.2687
*
```

These are the Mulliken partial charges, in e, on atoms 1 to 8:
1 C -1.07
2 C -0.46
3 N 0.30
4 C -0.77
5 C -0.15
6 N -0.49
7 H 0.31
8 H 0.29

=====

Entry from the Open Molecules 2025 dataset: an isolated ion of composition C7H12N4O3 and charge +2 at a distorted geometry (ωB97M-V/def2-TZVPD).

LUMO level (alpha / beta): -8.505 / -8.622 eV
max |F|: 0.1067 hartree/bohr
orbital gap (alpha / beta): 7.157 / 6.856 eV
total energy: -717.6641 hartree
HOMO (alpha / beta): -15.662 / -15.479 eV

ORCA input file:
```
! RIJCOSX wB97M-V def2-TZVPD def2/J DEFGRID3
* xyz 2 1
C -1.9825 1.0030 -0.2441
C -0.8540 1.6502 0.2155
C -2.2723 -0.2736 0.2022
C 0.8268 -0.2855 0.1561
C 2.5588 -1.9731 -0.5036
C -1.3753 -1.2922 0.7628
C 2.1123 -0.5116 -0.5006
N -0.0182 -1.2781 0.3746
N -3.7275 -0.6807 0.1237
N -0.5474 2.9765 -0.4688
N 3.1451 0.2174 0.2402
O -4.4730 0.2125 0.2616
O 3.3990 -2.3724 0.2463
O -3.8921 -1.8409 -0.0377
H -2.7814 1.6581 -0.6385
H 2.1599 -2.7501 -1.2217
H -1.5425 -1.2098 1.8971
H -1.8697 -2.3569 0.4466
H 1.9615 -0.1051 -1.4297
H 0.1930 -2.1814 -0.0300
H 0.4020 3.3322 -0.0122
H -1.2207 3.7424 0.0966
H -0.7634 3.1085 -1.4484
H 4.0751 -0.2916 0.2790
H 3.0897 0.3342 1.2846
H 3.3970 1.1679 -0.0517
*
```

These are the Mulliken partial charges, in e, on atoms 1 to 8:
1 C -0.02
2 C -0.67
3 C 0.07
4 C -0.46
5 C -0.14
6 C -0.60
7 C 0.34
8 N 0.06